DFT (ωB97M-V with the def2-TZVPD basis set) results for a cluster of 2 separate species, C7H13N2O2 in total in a non-equilibrium geometry.

The HOMO energy (spin up / spin down) comes out at -11.171 / -11.171 eV. The value obtained for the LUMO energy (spin up / spin down) is -2.98 / -2.98 eV. Its net charge is +1.

```
24
Properties=species:S:1:pos:R:3:lowdin_charge:R:1
C -2.19 0.55 -0.80 -0.015
C -1.13 1.38 -0.92 -0.012
C -0.96 0.21 0.94 -0.056
C 3.03 -0.61 -0.59 -0.062
C -2.91 -1.30 0.72 -0.002
C 1.63 -0.36 -0.88 -0.199
C 0.97 1.48 0.39 -0.223
N -2.10 -0.18 0.38 -0.127
N -0.37 1.19 0.22 -0.066
O 0.61 -1.23 -0.47 0.002
O 1.37 1.32 1.69 0.031
H -3.01 0.28 -1.57 0.176
H -0.74 2.04 -1.69 0.144
H -0.74 0.03 2.07 0.212
H 3.02 -1.34 0.33 0.146
H 3.60 0.26 -0.61 0.059
H 3.50 -1.21 -1.44 0.126
H -3.03 -1.19 1.83 0.120
H -3.83 -1.30 0.06 0.123
H -2.39 -2.27 0.43 0.119
H 1.10 0.20 -1.72 0.139
H 1.29 2.42 -0.23 0.175
H 0.95 -1.79 0.18 0.074
H 2.32 1.42 1.67 0.116
```

DFT (ωB97M-V with the def2-TZVPD basis set) results for a cluster of 2 separate species, C7H13N2O2S in total in a non-equilibrium geometry.

The HOMO energy (spin up / spin down) comes out at -2.695 / -2.695 eV. The value obtained for the LUMO energy (spin up / spin down) is 3.17 / 3.17 eV. Its net charge is -1.

```
25
Properties=species:S:1:pos:R:3:lowdin_charge:R:1
C -2.37 -0.13 -1.13 -0.871
C -0.42 -3.14 0.45 -0.723
C 1.87 0.95 0.39 -0.087
C 0.29 1.42 -1.61 -0.082
C -0.90 -1.13 1.87 -0.094
C 0.22 -0.73 -0.19 -0.009
C 0.51 0.74 -0.20 -0.432
N -2.83 -1.38 -1.13 -0.036
N -0.30 -1.56 0.73 -0.038
O 0.11 -3.40 -0.58 0.042
O -1.03 -3.67 1.34 0.031
S -3.42 1.13 -1.28 0.327
H 2.29 1.93 0.20 0.062
H 1.90 0.53 1.42 0.077
H 2.58 0.15 -0.19 0.127
H 0.91 1.06 -2.38 0.054
H -0.73 1.12 -1.94 0.008
H 0.22 2.49 -1.38 0.076
H -1.61 -0.45 1.71 0.051
H -1.22 -2.05 2.34 0.091
H -0.29 -0.68 2.64 0.094
H 0.70 -1.14 -1.01 0.113
H -0.25 1.28 0.42 0.133
H -2.14 -2.05 -0.90 0.029
H -3.78 -1.66 -1.12 0.056
```

DFT (ωB97M-V with the def2-TZVPD basis set) results for the ion C7H13N2O3 with charge +1 in a non-equilibrium geometry.

The HOMO energy comes out at -13.809 eV. As for the SMILES: CC(C)(C)/C(=N/O)O[NH+]=C=CO. The value obtained for the LUMO energy is -4.70 eV. Its net charge is +1.

```
25
Properties=species:S:1:pos:R:3:lowdin_charge:R:1
C 2.25 -1.20 -0.15 -0.036
C 1.11 -0.15 0.02 -0.560
C 1.64 0.88 1.04 -0.040
C 0.89 0.53 -1.32 -0.041
C -0.17 -0.76 0.41 -0.252
N -0.58 -0.88 1.58 0.065
O -1.57 -1.61 1.98 0.091
O -0.90 -1.62 -0.61 0.012
N -2.01 -0.90 -1.09 0.155
C -2.22 0.20 -0.62 0.028
C -2.27 1.40 -0.17 -0.179
O -2.95 1.73 0.82 0.169
H 2.05 -1.93 -1.01 0.114
H 3.29 -0.74 -0.33 0.127
H 2.39 -1.73 0.77 0.068
H 0.86 1.45 1.73 0.121
H 2.19 1.58 0.41 0.071
H 2.19 0.28 1.88 0.124
H 1.39 -0.07 -2.17 0.123
H 1.32 1.54 -1.30 0.089
H -0.19 0.72 -1.62 0.069
H -1.87 -2.07 1.21 0.088
H -2.37 -1.51 -1.78 0.196
H -1.73 2.19 -0.81 0.204
H -2.74 2.66 1.13 0.196
```

Q: Number 1 is which compound?
A: C7H13N2O2

Q: Look up the net charge of the second one.
A: -1

Q: Which formula does entry 3 have?
A: C7H13N2O3